Formula: C10H16BO14S2Sn
Source: the OMol25 dataset
Level of theory: wB97M-V/def2-TZVPD

The charge is +1. Its lowest unoccupied orbital energy is -7.98 eV. Its multiplicity is 1.

Geometry as XYZ:
```
44
C10H16BO14S2Sn wB97M-V/def2-TZVPD
Sn 19.913 5.855 -19.055
O 22.459 6.682 -18.507
C 23.519 7.250 -18.755
O 23.812 7.754 -19.895
B 25.027 8.615 -19.771
O 25.512 8.304 -18.422
C 24.668 7.565 -17.741
O 24.785 7.245 -16.603
O 24.718 10.006 -19.998
C 25.582 10.591 -20.841
O 25.711 11.759 -20.996
C 26.400 9.409 -21.453
O 26.044 8.317 -20.799
O 27.310 9.576 -22.195
O 15.057 6.256 -17.351
S 15.684 6.234 -18.617
O 17.093 5.917 -18.799
O 14.850 5.255 -19.573
C 15.219 5.206 -20.955
C 14.432 4.045 -21.582
C 15.425 7.840 -19.375
H 16.295 5.033 -21.000
H 14.908 6.098 -21.505
H 13.380 4.144 -21.311
H 14.793 3.152 -21.075
H 14.469 4.069 -22.667
H 16.194 7.953 -20.138
H 15.562 8.652 -18.665
H 14.436 7.876 -19.825
O 22.245 1.555 -17.405
S 22.247 2.237 -18.652
O 21.482 3.456 -18.810
O 23.709 2.518 -19.177
C 24.709 1.464 -19.225
C 24.957 1.075 -20.687
C 21.706 1.019 -19.871
H 24.411 0.612 -18.612
H 25.587 1.927 -18.784
H 25.460 0.116 -20.787
H 25.608 1.866 -21.062
H 24.092 1.054 -21.346
H 22.382 0.174 -19.861
H 21.728 1.553 -20.821
H 20.668 0.777 -19.651
```

Here are the Mulliken charges for atoms 1 to 8, given in e:
1 Sn 1.65
2 O -0.59
3 C 0.56
4 O -0.56
5 B 1.03
6 O -0.48
7 C 0.64
8 O -0.55